Record 1
{
  "formula": "C17H17F13O10",
  "method": "the ωB97M-V functional and the def2-TZVPD basis",
  "species": ["O", "C", "O", "C", "C", "C", "F", "O", "C", "O", "C", "F", "F", "C", "F", "F", "C", "F", "F", "C", "O", "O", "H", "H", "H", "H", "H", "H", "H", "C", "C", "O", "C", "O", "C", "F", "F", "F", "H", "H", "H", "H", "H", "C", "C", "O", "C", "O", "C", "F", "F", "F", "H", "H", "H", "H", "H"],
  "xyz": [[1.837, -1.338, -0.512], [2.083, -0.649, -1.661], [0.918, -0.084, -2.359], [0.446, 1.166, -1.745], [-0.643, 1.822, -2.827], [-0.835, 3.441, -2.664], [-0.320, 4.007, -1.391], [3.466, -0.563, -2.153], [4.287, 0.368, -1.363], [4.392, 0.232, -0.012], [5.182, 1.617, -1.999], [5.981, 2.313, -0.925], [6.222, 0.982, -2.892], [4.315, 2.649, -2.932], [3.010, 2.113, -3.406], [5.137, 2.863, -4.182], [4.082, 4.140, -2.291], [3.115, 4.844, -3.214], [5.341, 4.965, -2.340], [3.386, 4.163, -0.808], [3.027, 5.385, -0.327], [3.154, 3.013, 0.078], [1.279, 1.959, -1.527], [-0.166, 1.022, -0.747], [-0.292, 1.567, -3.929], [-1.666, 1.273, -2.654], [-1.980, 3.773, -2.729], [-0.311, 3.998, -3.576], [2.191, 2.918, 0.339], [-2.308, 0.011, 5.425], [-1.543, 1.103, 4.701], [-1.464, 0.817, 3.296], [-2.565, 1.149, 2.549], [-3.581, 1.657, 3.015], [-2.324, 0.839, 1.072], [-1.758, -0.387, 0.877], [-1.483, 1.741, 0.489], [-3.468, 0.849, 0.331], [-1.866, -0.970, 5.221], [-2.303, 0.184, 6.505], [-3.348, -0.034, 5.087], [-0.516, 1.141, 5.076], [-1.986, 2.090, 4.875], [-1.267, -3.737, 0.127], [-2.069, -4.179, 1.337], [-3.168, -5.011, 0.937], [-2.873, -6.329, 0.701], [-1.749, -6.809, 0.809], [-4.139, -7.104, 0.335], [-4.917, -6.445, -0.571], [-4.933, -7.332, 1.421], [-3.878, -8.326, -0.209], [-1.916, -3.250, -0.608], [-0.476, -3.040, 0.419], [-0.805, -4.593, -0.376], [-2.497, -3.303, 1.833], [-1.439, -4.691, 2.074]],
  "forces_ev_per_angstrom": [[2.05, 4.76, -8.15], [-3.03, -3.61, 7.12], [3.93, -0.21, 1.53], [-1.74, 2.16, 0.30], [0.23, -0.53, 0.35], [-0.65, 0.71, -1.00], [-0.69, -1.42, -2.31], [-0.99, 3.04, 1.26], [0.33, -1.15, 8.72], [-0.81, 0.94, -9.92], [2.64, -1.51, -0.59], [-3.25, -2.19, -3.77], [-3.29, 1.91, 2.82], [0.69, 0.96, -3.37], [4.12, 1.40, 1.96], [-2.76, -0.64, 3.92], [-0.18, 1.98, -1.61], [3.03, -2.30, 2.97], [-4.26, -3.12, 0.40], [-2.97, 6.77, 4.95], [2.60, -8.35, -3.86], [0.22, 1.74, -3.31], [-1.26, -1.77, -0.70], [1.83, -0.31, -2.28], [-0.64, 0.68, 2.35], [1.98, 1.13, -0.32], [2.56, -0.96, 0.40], [-0.74, -1.13, 2.33], [1.33, 0.86, -0.47], [-0.28, -0.23, -0.17], [-0.09, 0.06, 0.90], [-1.14, 0.40, -1.70], [-0.80, 0.98, 3.12], [2.22, -1.23, -1.68], [-0.12, -0.82, -2.31], [-0.45, 1.00, 0.54], [-0.81, -0.25, 1.04], [1.02, 0.16, 1.19], [0.07, 0.19, 0.11], [0.05, 0.01, -0.17], [0.13, 0.13, 0.10], [-0.08, -0.06, -0.42], [-0.05, -0.21, -0.26], [0.05, -0.17, -0.30], [0.68, 0.50, 0.06], [-0.28, -1.98, -0.26], [2.84, 1.29, 0.89], [-2.87, 0.64, -0.40], [-2.07, -1.44, -0.84], [0.96, -0.25, 0.78], [0.98, 0.42, -0.61], [0.24, 1.37, 0.65], [0.06, 0.05, 0.21], [-0.12, -0.07, -0.02], [0.00, 0.10, 0.19], [-0.26, -0.29, -0.14], [-0.18, -0.13, -0.24]],
  "gap_ha": 0.3535,
  "spin_multiplicity": 1,
  "charge": 0,
  "e_homo_ev": -11.461
}



Record 2
{
  "formula": "C17H17N4O4S",
  "method": "the ωB97M-V functional and the def2-TZVPD basis",
  "species": ["S", "C", "N", "N", "C", "C", "C", "C", "H", "H", "H", "H", "H", "H", "H", "C", "C", "C", "C", "C", "C", "N", "O", "O", "H", "H", "H", "H", "H", "C", "C", "C", "C", "C", "C", "N", "O", "O", "H", "H", "H", "H", "H"],
  "xyz": [[1.475, 2.930, 3.953], [0.328, 3.785, 3.162], [-0.681, 4.075, 2.391], [-1.824, 3.721, 3.143], [-2.287, 4.421, 4.149], [-3.573, 3.683, 4.739], [-4.067, 3.103, 3.316], [-2.646, 2.483, 2.927], [-1.879, 5.386, 4.541], [-3.375, 2.755, 5.357], [-4.281, 4.333, 5.314], [-4.952, 2.422, 3.345], [-4.198, 4.075, 2.749], [-2.352, 1.723, 3.708], [-2.714, 2.115, 1.868], [-0.153, -2.230, -0.998], [-1.355, -1.944, -1.637], [-2.470, -1.582, -0.893], [-2.368, -1.505, 0.492], [-1.172, -1.796, 1.140], [-0.063, -2.160, 0.388], [-3.533, -1.100, 1.278], [-4.568, -0.870, 0.683], [-3.402, -1.009, 2.489], [0.712, -2.505, -1.579], [-1.420, -2.000, -2.717], [-3.400, -1.361, -1.401], [-1.089, -1.743, 2.219], [0.875, -2.387, 0.881], [5.834, -2.415, -4.953], [4.631, -2.130, -5.591], [3.517, -1.769, -4.845], [3.621, -1.693, -3.460], [4.818, -1.984, -2.814], [5.926, -2.347, -3.567], [2.457, -1.290, -2.673], [1.417, -1.060, -3.271], [2.591, -1.201, -1.460], [6.704, -2.691, -5.539], [4.564, -2.186, -6.671], [2.586, -1.549, -5.352], [4.901, -1.931, -1.736], [6.864, -2.572, -3.075]],
  "forces_ev_per_angstrom": [[-2.81, 2.88, -1.97], [0.75, -2.77, -0.50], [2.52, -0.56, 2.60], [-1.12, 1.11, 1.66], [-1.11, -1.55, 0.80], [0.01, -0.05, -1.15], [1.31, 1.09, 1.37], [-2.19, 0.01, -0.72], [-0.05, -1.07, -0.74], [0.44, 1.26, -0.37], [0.81, -0.34, -0.74], [0.96, 0.56, -0.11], [-0.41, -1.65, -0.11], [-0.12, 0.55, -1.19], [0.95, 0.40, 1.12], [-0.24, -0.12, 0.12], [0.04, -0.02, 0.24], [-0.09, 0.04, -0.13], [0.56, -0.19, -0.36], [0.12, 0.03, 0.13], [-0.20, 0.04, -0.13], [-0.20, -0.07, -0.11], [0.14, 0.05, 0.16], [0.02, 0.19, 0.02], [-0.19, -0.10, 0.12], [-0.01, 0.03, 0.09], [0.00, 0.01, 0.21], [-0.19, 0.01, -0.09], [-0.07, 0.03, -0.02], [-0.02, 0.01, 0.02], [0.07, -0.01, 0.21], [-0.11, 0.03, -0.12], [0.57, -0.21, -0.39], [0.08, 0.00, 0.15], [-0.16, 0.04, -0.15], [-0.09, 0.22, 0.01], [0.40, -0.03, 0.25], [-0.01, 0.05, -0.42], [-0.07, 0.01, 0.05], [-0.04, 0.01, 0.09], [0.01, 0.02, 0.21], [-0.18, 0.05, -0.09], [-0.09, 0.02, 0.00]],
  "gap_ha": 0.2576,
  "spin_multiplicity": 1,
  "charge": 1,
  "e_homo_ev": -11.808
}



Record 3
{
  "formula": "C17H17NO4",
  "method": "the ωB97M-V functional and the def2-TZVPD basis",
  "species": ["C", "N", "C", "C", "C", "C", "C", "C", "O", "C", "O", "C", "C", "C", "C", "C", "C", "C", "C", "O", "C", "O", "H", "H", "H", "H", "H", "H", "H", "H", "H", "H", "H", "H", "H", "H", "H", "H", "H"],
  "xyz": [[-0.202, -2.023, -0.715], [0.413, -0.870, -1.389], [-0.064, -0.784, -2.721], [0.616, 0.365, -3.351], [0.973, 1.225, -2.120], [2.401, 1.496, -2.313], [3.124, 1.723, -1.104], [2.555, 1.719, 0.312], [3.554, 1.501, 1.308], [3.002, 1.502, 2.522], [3.533, 1.979, 3.390], [1.505, 1.265, 2.841], [0.912, 1.567, 4.085], [-0.467, 1.227, 4.195], [-1.244, 0.608, 3.279], [-0.600, 0.220, 2.070], [0.760, 0.659, 1.734], [1.484, 0.575, 0.367], [0.490, 0.471, -0.829], [-2.566, 0.483, 3.654], [-2.647, 0.801, 5.047], [-1.422, 1.518, 5.149], [0.271, -2.142, 0.243], [0.015, -2.940, -1.224], [-1.280, -1.885, -0.611], [-1.230, -0.767, -2.741], [0.299, -1.618, -3.249], [-0.020, 0.752, -4.108], [1.428, 0.121, -3.998], [0.456, 2.190, -2.248], [2.939, 1.553, -3.266], [4.184, 2.036, -1.275], [2.028, 2.731, 0.535], [1.234, 2.055, 4.962], [-1.194, -0.379, 1.400], [2.004, -0.357, 0.193], [-0.513, 0.663, -0.410], [-2.604, -0.065, 5.606], [-3.491, 1.464, 5.418]],
  "forces_ev_per_angstrom": [[0.64, 1.74, 0.51], [0.80, -1.73, 0.22], [-1.63, -0.71, -0.18], [-1.36, 0.49, 0.44], [-1.33, 1.15, -2.11], [3.08, 1.06, 6.38], [0.18, 0.34, -3.54], [-1.95, 0.20, -1.79], [-0.50, -0.69, -1.59], [-5.80, -0.55, -2.70], [5.84, 2.91, 6.84], [-0.70, -1.66, -3.32], [-2.83, -1.05, -0.86], [-0.82, 0.23, 0.41], [1.64, -1.34, -3.16], [0.36, 0.73, -0.33], [-1.13, -0.06, 3.04], [-0.86, 0.02, 0.48], [0.29, -0.23, -0.11], [-0.56, -0.69, -1.05], [2.03, 2.67, -2.05], [1.12, 2.10, 3.91], [-0.07, 0.03, 0.76], [0.02, -0.35, -0.73], [-0.30, -0.15, 0.11], [1.51, 0.20, -0.24], [-0.29, -1.75, -0.60], [-1.08, 1.25, -0.20], [1.21, -0.67, 0.35], [-0.06, -0.15, 0.41], [-0.58, -0.02, 0.41], [-0.82, -0.44, 0.67], [0.86, -1.46, -0.36], [1.41, 0.48, 0.39], [0.01, 0.08, -0.51], [0.67, -0.35, 0.67], [0.08, 1.15, -0.70], [0.03, -2.12, 1.29], [0.90, -0.66, -1.17]],
  "gap_ha": 0.3312,
  "spin_multiplicity": 1,
  "charge": 0,
  "e_homo_ev": -8.376
}



Record 4
{
  "formula": "C17H18B2N2O18Pb",
  "method": "the ωB97M-V functional and the def2-TZVPD basis",
  "species": ["Pb", "O", "C", "O", "B", "O", "C", "O", "O", "C", "O", "C", "O", "O", "O", "C", "O", "B", "O", "C", "O", "O", "C", "O", "C", "O", "O", "O", "H", "C", "O", "H", "H", "H", "C", "C", "C", "C", "N", "H", "H", "H", "H", "H", "H", "H", "C", "C", "C", "C", "N", "H", "H", "H", "H", "H", "H", "H"],
  "xyz": [[-0.020, 0.330, -0.283], [3.659, -3.340, 0.608], [3.269, -3.070, -0.495], [3.218, -3.853, -1.543], [2.735, -3.113, -2.750], [2.279, -1.824, -2.186], [2.657, -1.684, -0.938], [2.356, -0.787, -0.196], [1.743, -3.857, -3.507], [2.127, -4.083, -4.735], [1.528, -4.679, -5.589], [3.564, -3.553, -4.864], [3.854, -2.997, -3.689], [4.237, -3.551, -5.852], [-6.713, 4.524, 3.423], [-6.036, 4.461, 2.436], [-4.743, 4.254, 2.364], [-4.236, 4.310, 0.980], [-5.441, 4.532, 0.162], [-6.489, 4.687, 0.977], [-7.554, 5.004, 0.511], [-3.557, 3.063, 0.597], [-2.312, 3.369, 0.294], [-1.427, 2.582, 0.084], [-2.062, 4.874, 0.514], [-3.255, 5.397, 0.793], [-1.028, 5.443, 0.335], [1.299, 1.675, -1.891], [1.773, 2.481, -1.659], [-1.543, -1.501, -2.885], [-1.053, -0.258, -2.573], [-1.579, -2.244, -2.061], [-2.613, -1.432, -3.164], [-0.979, -1.928, -3.730], [3.694, 5.112, 2.977], [2.626, 4.416, 2.124], [1.559, 3.672, 3.055], [1.075, 2.403, 2.477], [0.575, 1.468, 2.039], [4.255, 4.415, 3.594], [3.165, 5.848, 3.583], [4.321, 5.609, 2.236], [3.065, 3.587, 1.571], [2.029, 5.081, 1.508], [0.587, 4.157, 2.907], [1.792, 3.441, 4.092], [-0.250, -5.912, 1.877], [-0.990, -5.881, 0.510], [-0.508, -4.680, -0.343], [-0.485, -3.379, 0.290], [-0.440, -2.318, 0.725], [-0.680, -6.753, 2.427], [-0.324, -5.007, 2.476], [0.790, -6.186, 1.699], [-2.074, -5.971, 0.586], [-0.735, -6.817, 0.009], [-1.197, -4.642, -1.189], [0.492, -4.896, -0.720]],
  "forces_ev_per_angstrom": [[0.30, 0.99, -4.20], [-0.06, -0.12, -0.18], [0.16, 0.92, 0.15], [-0.13, -0.53, -0.12], [0.59, -0.02, 0.37], [0.22, 0.07, -0.49], [-0.89, -1.12, 0.11], [0.48, -0.03, 0.14], [-1.18, 0.11, 0.90], [0.27, -0.91, -0.75], [-0.04, 0.24, 0.26], [-0.26, 1.05, 0.29], [0.65, 0.18, -0.53], [0.25, -0.25, 0.09], [0.01, -0.12, -0.06], [-0.13, 0.34, -0.38], [0.59, -0.19, 0.65], [-0.73, 0.00, -0.52], [0.39, -0.07, 1.07], [-0.47, 0.44, -2.25], [-0.20, -0.22, 1.25], [0.22, 0.58, -0.18], [0.95, -1.04, 1.14], [-0.29, 0.26, -0.34], [-1.01, -0.01, -1.09], [0.51, 0.02, 0.44], [0.08, 0.18, 0.47], [-0.77, -0.82, 1.16], [-0.12, -0.02, 0.32], [-0.35, 0.61, 0.03], [0.59, 0.17, 1.84], [0.37, -0.17, 0.11], [-0.08, -0.15, -0.37], [-0.13, -0.39, -0.01], [-1.06, 0.26, -1.14], [-0.68, -1.90, 1.98], [-0.86, -0.45, -1.82], [0.50, -0.12, -0.01], [0.35, 0.21, 0.75], [0.05, 0.02, -0.03], [0.42, 0.15, 0.22], [0.44, 0.20, 0.50], [0.15, 0.45, -0.56], [0.41, 0.07, -0.28], [0.23, 0.89, 0.98], [0.22, 0.58, 0.06], [-0.77, -1.07, -0.62], [0.99, 0.32, 0.88], [-0.73, -1.32, -0.52], [-0.08, 0.20, 0.05], [-0.05, -0.43, 0.32], [0.06, 0.14, 0.34], [-0.03, 0.09, -0.16], [0.12, 0.35, 0.07], [-0.06, 0.66, 0.30], [0.28, 0.19, -0.32], [0.32, 0.41, -0.26], [0.02, 0.13, -0.07]],
  "gap_ha": 0.2258,
  "spin_multiplicity": 1,
  "charge": -2,
  "e_homo_ev": -2.271
}



Record 5
{
  "formula": "C17H18BF3",
  "method": "the ωB97M-V functional and the def2-TZVPD basis",
  "species": ["F", "B", "F", "F", "C", "C", "C", "H", "H", "H", "H", "H", "C", "C", "C", "C", "C", "C", "C", "C", "C", "C", "C", "C", "C", "C", "H", "H", "H", "H", "H", "H", "H", "H", "H", "H", "H", "H", "H"],
  "xyz": [[-5.967, 2.138, -0.627], [-4.754, 1.685, -0.127], [-4.268, 2.381, 0.966], [-4.638, 0.311, -0.086], [-3.655, 2.291, -1.433], [-2.256, 1.931, -1.153], [-1.849, 0.646, -1.116], [-4.039, 1.801, -2.339], [-3.813, 3.377, -1.464], [-1.556, 2.757, -0.972], [-0.807, 0.360, -0.944], [-2.569, -0.161, -1.278], [1.674, -5.431, -0.700], [1.490, -4.023, -0.234], [0.729, -3.774, 0.919], [0.516, -2.481, 1.348], [1.072, -1.353, 0.661], [0.763, -0.085, 1.213], [1.277, 1.211, 0.943], [0.818, 2.255, 1.806], [1.252, 3.562, 1.669], [2.149, 3.898, 0.639], [2.609, 2.898, -0.232], [2.195, 1.578, -0.085], [1.849, -1.632, -0.506], [2.056, -2.939, -0.924], [2.274, -5.464, -1.610], [2.164, -6.044, 0.065], [0.709, -5.908, -0.904], [0.304, -4.622, 1.466], [-0.097, -2.287, 2.232], [0.060, -0.126, 2.049], [0.107, 1.980, 2.588], [0.890, 4.328, 2.361], [2.482, 4.931, 0.518], [3.306, 3.155, -1.035], [2.583, 0.830, -0.768], [2.271, -0.826, -1.099], [2.666, -3.147, -1.808]],
  "forces_ev_per_angstrom": [[-0.58, -0.27, 0.73], [1.46, 1.32, -2.30], [-0.52, -0.33, 0.97], [-0.29, -0.21, 0.58], [0.40, -0.13, 0.12], [-0.70, -0.06, -0.29], [0.62, -0.29, 0.04], [0.03, 0.10, 0.25], [-0.02, -0.34, -0.11], [-0.02, -0.38, 0.23], [-0.23, 0.15, -0.13], [0.28, 0.29, 0.10], [0.12, -0.17, -0.19], [-0.12, 0.25, 0.32], [0.01, 0.04, 0.03], [0.00, 0.35, -0.09], [-0.14, -0.86, -0.24], [0.15, 0.06, -0.24], [0.05, 0.91, -0.01], [0.06, -0.37, -0.16], [0.14, 0.14, -0.12], [-0.28, -0.46, 0.20], [-0.04, -0.13, 0.05], [-0.14, 0.16, 0.18], [-0.11, -0.12, 0.21], [-0.05, 0.15, 0.07], [-0.05, -0.08, 0.07], [-0.01, 0.14, -0.05], [0.08, 0.14, 0.00], [0.10, 0.38, -0.19], [0.20, -0.13, -0.29], [0.16, 0.05, -0.20], [0.18, 0.23, -0.22], [0.13, -0.28, -0.32], [-0.10, -0.34, 0.03], [-0.28, -0.11, 0.32], [-0.05, 0.39, 0.20], [-0.16, -0.39, 0.16], [-0.28, 0.19, 0.27]],
  "gap_ha": 0.1132,
  "spin_multiplicity": 1,
  "charge": 0,
  "e_homo_ev": -6.423
}